Density functional theory data (ωB97M-V/def2-TZVPD) for 10 unconnected molecules or ions with the total composition C52H106F6O28 at a distorted geometry.

Output
M = 1293.38 g mol⁻¹
SMILES string = CCOC(=O)C(F)(F)F.CCOC(=O)C(F)(F)F.C[C@H]1COC(=O)O1.C[C@H]1COC(=O)O1.COCCOCCOC.COCCOCCOC.COCCOCCOC.COCCOCCOC.COCCOCCOC.COCCOCCOC
ΔE to the lowest compared entry with this formula, charge and spin = 0.0 kJ/mol
Frontier orbital gap = 0.332 Eh

Each line ends with the Löwdin charge.
CARTESIAN COORDINATES (ANGSTROEM)
F 0.964808 2.953481 4.065020  0.161
F -0.489345 1.421931 3.831884  0.177
F 1.598854 0.897099 3.764419  0.165
F 1.973662 4.571729 8.336004  0.175
F 2.532000 4.144551 6.293688  0.175
F 2.891413 6.109811 7.102916  0.169
O 0.659423 6.037826 5.462636  0.053
O 0.104065 2.946170 1.395506  0.151
O 2.138568 -2.700309 -0.264008  -0.135
O -6.947242 1.989341 -1.666788  -0.184
O -2.350634 -1.650247 -0.100953  0.079
O -4.334621 -0.712430 -0.406440  0.068
O 0.722062 -2.307403 -4.568340  -0.196
O 0.274169 -3.292202 2.109096  -0.148
O -4.724555 3.968773 -0.630821  -0.098
O 1.555583 1.232935 1.294621  0.047
O -3.015774 -1.334734 -5.732619  -0.161
O 2.621361 -7.000345 5.886173  -0.163
O -4.308491 2.408701 1.969847  -0.156
O -4.643805 -3.366386 -7.082675  -0.170
O -2.368698 2.753199 7.774329  0.081
O -2.243029 1.043437 -3.952075  -0.202
O 4.059308 5.167945 -1.380954  -0.116
O 3.604381 2.855700 -3.115010  -0.177
O 4.419462 -2.689696 2.619213  -0.206
O 4.405162 -1.371120 -1.440043  -0.149
O -3.740351 -1.386535 1.649585  0.177
O 1.869005 -7.542344 -5.109929  -0.166
O -1.210460 1.359428 6.442139  0.162
O -0.194208 2.500349 8.097417  0.057
O -0.321557 5.416306 7.385627  0.135
O 3.428362 -5.271700 3.567037  -0.156
O 1.776239 -4.795274 -4.450799  -0.105
O 3.928500 6.271689 1.032586  -0.152
C 4.074433 -1.321137 2.743720  -0.086
C 3.120465 -1.412550 -1.999129  -0.215
C 0.118336 -1.937099 1.808089  -0.106
C -3.618029 2.133218 3.140744  -0.116
C 1.513965 -3.864966 1.731639  -0.172
C -1.423426 2.180838 -3.807293  -0.098
C 1.949656 -5.803970 -3.490390  -0.199
C -3.762106 -0.665011 -1.705316  -0.089
C -1.069675 5.218885 4.015228  -0.053
C 3.874095 6.443733 2.420195  -0.106
C -1.262350 2.127375 7.343535  -0.561
C 0.699483 1.820978 3.416266  -0.551
C 2.845794 1.894823 -3.808146  -0.109
C 1.705229 -3.954814 0.235314  -0.172
C 0.723297 0.774672 -0.915414  -0.061
C -0.623252 3.300369 9.195944  -0.100
C 1.816863 1.404823 -0.102083  -0.152
C 4.282809 5.092495 -2.775627  -0.179
C -2.341934 -1.283951 -1.472027  -0.297
C -5.479191 -3.267580 -5.940674  -0.093
C 0.436777 -0.995877 -4.973634  -0.091
C 2.809096 5.658206 -0.968000  -0.203
C 1.050623 -8.482163 -5.750295  -0.118
C 4.738242 -4.786698 3.644125  -0.207
C 3.357989 4.174804 -3.542367  -0.217
C -2.081833 -2.471744 -2.360640  -0.003
C -2.061765 3.718273 8.803745  -0.300
C -6.947349 3.397809 -1.555642  -0.193
C -3.502513 -1.262052 0.495482  -0.557
C -2.971247 -1.603396 -7.123523  -0.184
C -3.080281 3.532381 9.907087  -0.024
C 2.454757 -2.700906 -1.626102  -0.199
C -5.613278 4.104165 -1.704337  -0.206
C 1.388147 -7.157953 -3.857742  -0.236
C 5.107555 -0.185327 -1.670020  -0.116
C 2.037517 5.077039 7.112640  -0.539
C 0.744960 2.070184 1.898815  -0.393
C -4.197556 2.689954 -0.422090  -0.196
C -0.603459 6.389467 4.846204  -0.166
C -3.741119 -0.174515 -5.376132  -0.181
C 2.783590 5.677807 0.534360  -0.242
C 3.018346 -5.830516 6.589026  -0.081
C 0.264809 -3.276932 -5.487278  -0.189
C 3.338725 -6.665368 3.534582  -0.198
C -6.515091 1.485288 -2.915274  -0.108
C 0.447026 -4.636271 -4.861541  -0.195
C 4.726440 -3.302294 3.854537  -0.201
C -2.853951 1.028455 -5.217142  -0.213
C -3.442589 2.647813 0.883040  -0.199
C 0.634068 5.534456 6.661717  -0.375
C 3.495510 -7.375004 4.868868  -0.234
C -4.277731 -2.133101 -7.671476  -0.209
H -3.072372 3.016782 3.510279  0.077
H 5.282229 -5.261121 4.478548  0.125
H -0.258481 1.233198 -0.755222  0.078
H -3.605250 0.365785 -2.008912  0.091
H 1.782881 2.066629 -3.586597  0.069
H 0.293484 -7.156524 -3.846338  0.116
H 0.146790 -5.441340 -5.540836  0.130
H -2.636870 -0.761895 -7.747444  0.133
H 1.429672 -4.887322 2.106717  0.119
H 0.019163 4.178308 9.127611  0.096
H -2.033948 3.096599 -3.819127  0.095
H 5.236747 -0.037140 -2.755675  0.092
H 0.122235 -1.718377 0.738921  0.058
H -4.350233 -1.214818 -2.437210  0.119
H 0.903648 0.903373 -1.984216  0.051
H 3.075499 0.916365 -3.388251  0.053
H 2.003848 5.010912 -1.341011  0.115
H 3.106558 -4.988452 5.902729  0.072
H -2.069632 1.072799 -5.988520  0.129
H 0.864131 -0.347681 -4.207616  0.075
H -0.804825 -3.100215 -5.669996  0.110
H 1.303339 -8.517513 -6.810070  0.088
H 1.894776 2.480984 -0.277021  0.122
H -2.793045 -3.285267 -2.214870  0.100
H -0.345960 4.946458 3.252031  0.068
H -0.868149 2.136083 -2.877729  0.068
H 5.294251 4.686549 -2.833074  0.134
H 1.213552 -9.490655 -5.343653  0.090
H -1.083169 -2.889906 -2.203744  0.075
H 3.344253 -8.448936 4.702207  0.128
H -7.253474 1.773275 -3.677741  0.095
H -1.307647 6.744145 5.592433  0.124
H -5.945341 -4.247543 -5.839052  0.089
H 0.568657 -0.290624 -0.742701  0.070
H -1.226403 4.357036 4.666965  0.077
H 2.637312 4.661825 0.932726  0.120
H -0.367015 7.225948 4.187586  0.125
H 0.801000 -3.124938 -6.434897  0.136
H 4.056411 -0.905993 1.742172  0.088
H 0.908699 -1.311335 2.251338  0.077
H -4.922709 1.874832 -0.410727  0.123
H 2.365999 -3.342867 2.181259  0.108
H -0.259520 -4.647769 -4.012834  0.132
H 3.060603 1.835616 -4.880337  0.101
H 4.704876 0.749102 -1.259657  0.078
H -0.022122 -8.263854 -5.679132  0.086
H -4.894852 -3.050081 -5.044178  0.078
H -2.930432 1.284262 3.068085  0.081
H 2.598096 6.663740 -1.362454  0.135
H 2.485396 -0.583165 -1.690520  0.078
H -3.243733 2.468409 10.062919  0.093
H 1.548506 -2.863218 -2.230753  0.114
H 3.112620 -1.192307 3.254336  0.076
H -2.891943 3.588136 1.039223  0.132
H 2.977393 6.989961 2.736140  0.084
H -2.691208 1.840845 0.844305  0.118
H -2.231578 -2.403143 -7.188241  0.119
H 2.410913 -4.731868 -0.093463  0.127
H 6.122206 -0.270688 -1.280622  0.091
H -2.732926 4.005890 10.827470  0.087
H 5.301262 -5.068618 2.742982  0.138
H 2.299745 4.428292 -3.385301  0.117
H -2.017601 5.448742 3.525779  0.089
H -5.123413 3.755195 -2.631220  0.112
H 5.690629 -2.931585 4.221646  0.131
H 0.859431 -0.740495 -5.956735  0.100
H -4.233151 -2.315866 -8.747063  0.130
H -3.414220 2.428967 -1.160475  0.120
H 4.550107 -7.372763 5.200110  0.120
H -3.453859 1.943375 -5.365392  0.132
H -0.569510 2.847042 10.183914  0.134
H -4.571773 0.003274 -6.063955  0.124
H -4.328342 1.898381 3.935190  0.096
H -4.234447 -0.338853 -4.410674  0.110
H 2.780645 0.981125 -0.361883  0.104
H -6.276794 -2.532709 -6.085969  0.090
H -0.644670 -0.822041 -5.034491  0.067
H -2.100191 -2.117918 -3.396845  0.076
H 3.190194 -1.414686 -3.099894  0.134
H 3.924506 -6.044836 7.159872  0.092
H -7.629263 3.820168 -2.310480  0.126
H 4.748753 7.009279 2.733923  0.090
H 4.825278 -0.848905 3.394147  0.092
H -6.525745 0.400656 -2.813329  0.089
H 3.556966 4.262610 -4.619225  0.130
H 1.472934 -5.507192 -2.539638  0.117
H -2.045746 4.721534 8.383234  0.127
H 2.199367 -5.553114 7.252681  0.091
H -5.520110 1.797704 -3.239023  0.065
H -7.312527 3.626572 -0.554265  0.138
H 2.407192 -6.966574 3.052153  0.126
H 1.731156 -7.869474 -3.093402  0.134
H 3.872811 5.480495 2.949272  0.092
H 1.848818 6.191200 0.828546  0.132
H -4.024324 4.008572 9.642794  0.083
H -5.779949 5.165029 -1.891788  0.128
H -0.730285 2.290258 -4.654579  0.091
H 4.312578 6.098256 -3.215940  0.130
H -5.067227 -1.375927 -7.542231  0.113
H -1.628593 -0.493547 -1.699410  0.123
H 3.016733 -5.881007 -3.284161  0.133
H 4.123768 -7.060356 2.862661  0.130
H 3.135292 -3.517974 -1.920173  0.133
H 0.750577 -4.216103 -0.258704  0.130
H 3.923364 -3.056606 4.564004  0.133
H -0.845762 -1.613655 2.197921  0.091

Cartesian forces (eV/Å) of the 2 atoms listed first:
F 0.5 0.4 0.0
F -0.3 -0.2 -0.5

Density functional theory data (ωB97M-V/def2-TZVPD) for 8 unconnected molecules or ions with the total composition C52H112F6N6O6S2 at a distorted geometry.

Output
Net charge = +4
M = 1095.63 g mol⁻¹
ΔE to the lowest compared entry with this formula, charge and spin = 187.7 kJ/mol
Frontier orbital gap = 0.228 Eh

Each line ends with the Löwdin charge.
CARTESIAN COORDINATES (ANGSTROEM)
S 1.984732 -0.172620 0.195465  0.471
S -5.369648 0.596910 -3.898055  0.479
F -7.873508 1.171310 -4.707325  0.095
F 0.016592 0.903750 -1.229015  0.124
F -6.681548 0.057860 -6.212625  0.072
F 0.745952 2.316150 0.191085  0.116
F -7.526428 -1.025030 -4.416685  0.098
F 1.958412 1.869030 -1.466575  0.137
O -5.718798 0.701070 -2.478225  -0.391
O -4.341628 -0.428390 -4.189635  -0.394
O 3.182672 0.402070 0.748475  -0.366
O -5.023848 1.942500 -4.409825  -0.398
O 0.932912 -0.555810 1.182935  -0.408
O 2.239792 -1.192530 -0.844925  -0.371
N -3.262578 -5.045680 0.488715  -0.221
N 0.346842 -1.561380 -8.867145  -0.209
N 8.624732 0.176620 -1.907925  -0.210
N -4.696768 7.239150 -1.928105  -0.240
N -4.055728 2.186430 7.315845  -0.236
N 3.520612 -2.125590 6.358645  -0.218
C 1.091672 -2.200970 -10.078275  0.038
C 1.122932 1.327830 -0.624845  -0.705
C -6.196768 5.941940 -0.486195  -0.158
C -1.901448 -0.982180 -9.974925  -0.157
C 8.563062 -2.405760 -2.075835  -0.259
C -6.055148 7.165350 -2.595635  -0.063
C 4.055182 1.752690 5.523515  -0.061
C 0.908332 -2.207760 -7.580115  -0.139
C 4.507302 -2.066310 7.544285  0.042
C 7.673252 1.371050 -1.521905  -0.062
C -1.599748 0.546360 -9.726865  -0.164
C -0.121328 -7.322190 -0.035105  -0.069
C 4.163432 -4.465150 5.459985  -0.143
C 9.046142 0.575060 -3.334125  -0.089
C -4.913998 2.421990 6.081805  -0.085
C 2.260372 -4.265050 7.049385  -0.180
C 2.188772 -2.723180 6.859755  -0.085
C -1.618728 -6.851240 -0.071095  -0.232
C 0.634252 -0.042030 -8.744145  -0.093
C -1.198338 -1.888670 -9.043575  -0.081
C -0.129188 0.825460 -9.748425  -0.177
C -1.724518 -5.493050 0.459225  -0.122
C 7.728432 -1.162080 -1.886565  -0.071
C 1.379262 -4.252380 -6.063505  -0.094
C -2.758228 1.673440 5.205515  -0.131
C -3.299808 3.213630 9.520955  -0.271
C -4.043598 2.334690 4.798175  -0.152
C -4.711568 6.120550 -0.833765  -0.074
C -3.840278 -4.877130 -0.923865  0.059
C -0.965478 7.076620 -3.339995  -0.092
C -4.440558 8.563580 -1.116195  0.039
C -4.263818 3.326210 8.415815  -0.083
C 3.194092 -0.656410 5.990155  -0.139
C 4.412112 0.257020 5.816745  -0.232
C -4.840508 -3.553040 1.812905  -0.171
C 8.132272 -3.661480 -1.326035  -0.088
C -3.522198 7.104020 -2.919335  -0.093
C 7.868552 1.230790 -3.975895  -0.168
C -5.259238 -4.973300 1.941495  -0.159
C -4.198398 -5.981490 1.361715  -0.041
C 9.738272 0.171440 -0.843785  0.027
C 0.893072 -3.727460 -7.414835  -0.226
C -7.015588 6.903620 -1.352885  -0.116
C -2.667658 2.174080 6.715165  -0.111
C -3.334488 4.345330 10.540785  -0.071
C 4.114722 -2.935670 5.174295  -0.074
C 2.789032 -5.043580 5.874415  -0.187
C -6.998698 0.142680 -4.869775  -0.562
C -3.419728 -3.717250 1.294325  -0.112
C -2.056868 7.443500 -2.299155  -0.200
C 6.890192 1.513360 -2.849285  -0.145
C -4.234508 0.783170 7.890725  0.039
H -2.852798 0.589140 5.146855  0.107
H 9.299572 -0.120180 0.110475  0.112
H -7.227438 7.867630 -0.890375  0.105
H -2.013298 6.720780 -1.484375  0.098
H -4.792778 -4.365030 -0.787495  0.114
H 4.963772 -0.179930 4.984365  0.103
H -2.287828 -7.572280 0.398505  0.117
H 8.249292 -3.527800 -0.250605  0.080
H 2.048212 -4.975440 5.077765  0.116
H -2.554738 4.259160 11.297535  0.087
H -5.505408 3.337540 6.091885  0.135
H 6.964572 -1.143490 -2.663905  0.129
H -1.167818 -2.942100 -9.321855  0.132
H 8.692342 -4.535670 -1.657995  0.087
H 8.123102 2.137090 -4.525365  0.129
H -3.864948 4.179470 7.867225  0.134
H -5.377098 -2.987400 1.051175  0.121
H 4.651572 -4.917780 4.596885  0.124
H 4.803722 2.263480 4.917805  0.082
H 5.486942 -1.946080 7.081755  0.110
H -3.514038 2.264860 10.012925  0.110
H 4.789312 -4.724930 6.313745  0.116
H -1.111378 6.060890 -3.707575  0.075
H 1.807112 -2.194600 7.733285  0.138
H 0.322922 0.699500 -10.732205  0.120
H 0.976742 -3.834700 -5.140665  0.080
H -3.471678 6.111580 -3.367245  0.131
H 10.216872 1.148960 -0.784865  0.105
H 2.445042 -4.044690 -5.968195  0.074
H -7.945508 6.386210 -1.588785  0.125
H 0.004532 7.160160 -2.849895  0.078
H -3.591858 8.510780 -0.434265  0.097
H 2.836842 -4.539690 7.932765  0.115
H -4.088328 6.443560 0.000105  0.121
H 3.090582 1.742430 5.016045  0.071
H 2.714382 -0.129540 6.815015  0.127
H -6.477928 6.194190 0.536255  0.114
H -1.357748 -5.295760 1.466525  0.129
H 5.183882 0.193070 6.583805  0.102
H 9.560922 -0.199020 -3.903255  0.147
H -2.716508 -3.785060 2.124375  0.121
H -6.172908 -4.919620 1.349525  0.119
H -3.074998 -2.834340 0.756065  0.143
H -5.598828 -5.349900 2.906355  0.124
H 7.419892 0.540530 -4.690275  0.119
H 0.633152 -2.003880 -11.047305  0.105
H -2.067628 0.825630 -8.782825  0.124
H 2.467872 -0.556670 5.183455  0.139
H 5.131432 -2.675090 4.880185  0.129
H -2.259078 3.122660 9.209985  0.115
H -4.875208 -2.992610 2.747155  0.124
H 1.532712 -4.207220 -8.155635  0.109
H -4.411488 5.177580 -1.290775  0.137
H 0.018192 1.890620 -9.570045  0.128
H 10.553852 -0.499020 -1.114705  0.098
H 1.939192 -1.853590 -7.584655  0.128
H 1.348212 -5.340130 -6.000865  0.082
H -2.136398 1.164310 -10.446755  0.123
H 6.139572 0.723060 -2.839775  0.105
H -1.272438 -4.747490 -0.194885  0.140
H 4.410112 -3.003450 8.092385  0.098
H -6.301018 8.104210 -3.091825  0.134
H 3.907482 2.363280 6.414285  0.075
H 9.623832 -2.325750 -1.838245  0.104
H -2.982808 -1.118390 -9.989185  0.132
H -3.720738 3.332860 4.502325  0.120
H 0.258972 -7.475020 0.974895  0.073
H 0.091032 -8.295170 -0.478175  0.080
H -4.060188 0.045630 7.107315  0.110
H -2.383638 3.224030 6.786095  0.129
H -5.684538 1.651270 6.062585  0.129
H -5.359668 8.856570 -0.608765  0.101
H 8.524712 -2.666830 -3.133415  0.114
H -4.673728 -6.815160 0.844845  0.133
H 1.547802 -2.556130 5.994105  0.129
H 2.119432 -1.851580 -10.176855  0.108
H 9.654882 1.457010 -3.134885  0.135
H -0.160928 -3.994270 -7.492355  0.111
H -4.202238 9.317900 -1.866065  0.108
H -1.007358 7.707180 -4.228105  0.080
H -3.066218 -4.432830 -1.549595  0.115
H 0.529642 -1.697710 -6.694375  0.137
H 4.217692 -1.259180 8.217185  0.115
H 1.096472 -3.280560 -9.928025  0.089
H -6.415558 4.879830 -0.596455  0.122
H -1.883418 1.948190 4.616185  0.126
H -3.377088 5.370840 10.173885  0.090
H -1.853168 -6.755940 -1.131305  0.113
H -3.501598 -6.346090 2.116455  0.125
H 6.364912 2.462740 -2.953455  0.128
H 8.385822 2.167360 -1.306905  0.125
H -5.217438 0.781030 8.361845  0.119
H -5.962248 6.439810 -3.403755  0.141
H -1.876678 1.684150 7.282985  0.129
H 0.344452 0.247790 -7.734145  0.134
H 1.233112 -4.561520 7.261375  0.124
H -3.467888 0.723720 8.663295  0.094
H -4.555488 1.851790 3.965775  0.128
H 3.570102 -2.761500 4.246315  0.140
H 1.713342 0.078520 -8.839885  0.129
H 7.029872 1.185860 -0.661755  0.138
H -4.164848 4.171670 11.225215  0.085
H 7.223982 -1.210410 -0.921525  0.133
H -3.728858 7.800990 -3.731505  0.129
H 7.094982 -3.850580 -1.602395  0.080
H 2.867932 -6.084110 6.189325  0.125
H -1.538428 -1.730900 -8.020075  0.142
H 0.523342 -6.583290 -0.511055  0.078
H -1.665358 -1.236310 -11.008265  0.115
H -5.310588 3.405660 8.709175  0.155
H -3.943078 -5.918950 -1.227415  0.098
H -1.924448 8.471160 -1.960805  0.100

Cartesian forces (eV/Å) of the 2 atoms listed first:
S -2.0 -1.3 0.3
S 1.9 1.5 0.5

- What is the ΔE to the lowest compared entry with this formula, charge and spin in the first record?
  0.0 kJ/mol